1.
ORCA calculation (wB97M-V/def2-TZVPD) on a structure of composition C68H59AsN7O2P2RhSe2.

Properties
Charge   +2
Energy   -10991.93566 Eh
HOMO energy   -11.59 eV

Atoms and positions in Å:
1 Rh -0.145 -0.384 0.282
2 Se 2.305 -5.958 1.266
3 P 3.631 -4.410 1.818
4 C 5.319 -4.550 1.187
5 C 5.992 -3.541 0.499
6 C 7.336 -3.709 0.179
7 C 8.002 -4.868 0.543
8 C 7.330 -5.873 1.231
9 C 5.993 -5.717 1.556
10 C 3.880 -4.266 3.600
11 C 4.673 -3.228 4.098
12 C 4.940 -3.150 5.456
13 C 4.464 -4.141 6.311
14 C 3.717 -5.198 5.808
15 C 3.408 -5.257 4.453
16 C 2.932 -2.850 1.190
17 C 1.998 -1.968 1.666
18 N 1.618 -1.219 0.580
19 N 2.270 -1.639 -0.496
20 N 3.068 -2.614 -0.146
21 P 1.271 -1.562 3.202
22 Se -0.639 -0.631 2.664
23 C 0.963 -2.998 4.212
24 C 1.206 -2.988 5.586
25 C 0.784 -4.061 6.358
26 C 0.133 -5.133 5.767
27 C -0.101 -5.145 4.394
28 C 0.307 -4.078 3.617
29 C 2.284 -0.380 4.069
30 C 3.574 -0.100 3.628
31 C 4.373 0.772 4.356
32 C 3.878 1.370 5.507
33 C 2.571 1.128 5.921
34 C 1.768 0.258 5.203
35 H 5.476 -2.643 0.200
36 H 7.863 -2.925 -0.354
37 H 9.048 -4.994 0.289
38 H 7.853 -6.777 1.524
39 H 5.465 -6.497 2.094
40 H 5.109 -2.503 3.416
41 H 5.540 -2.335 5.845
42 H 4.696 -4.097 7.369
43 H 3.377 -5.987 6.470
44 H 2.811 -6.066 4.050
45 H 1.731 -2.165 6.050
46 H 0.967 -4.055 7.424
47 H -0.186 -5.971 6.374
48 H -0.612 -5.985 3.936
49 H 0.136 -4.091 2.547
50 H 3.952 -0.551 2.717
51 H 5.381 0.985 4.025
52 H 4.507 2.038 6.081
53 H 2.179 1.619 6.803
54 H 0.745 0.079 5.517
55 C 1.875 -7.399 -11.226
56 O 1.622 -5.999 -11.112
57 C 1.420 -5.493 -9.882
58 C 1.481 -6.241 -8.714
59 C 1.285 -5.613 -7.492
60 C 1.029 -4.253 -7.417
61 C 0.961 -3.514 -8.600
62 C 1.143 -4.128 -9.817
63 C 0.849 -3.570 -6.133
64 N 0.952 -2.269 -5.931
65 C 0.684 -2.094 -4.603
66 C 0.409 -3.287 -3.982
67 N 0.526 -4.228 -4.976
68 C 0.055 -3.381 -2.604
69 C -0.203 -4.554 -1.875
70 C -0.572 -4.471 -0.554
71 C -0.704 -3.218 0.039
72 N -0.430 -2.110 -0.634
73 C -0.026 -2.167 -1.920
74 C 0.346 -0.951 -2.516
75 N 0.369 0.110 -1.688
76 C 0.788 1.274 -2.146
77 C 1.166 1.446 -3.484
78 C 1.122 0.376 -4.344
79 C 0.709 -0.872 -3.849
80 H 1.946 -7.603 -12.287
81 H 1.058 -7.981 -10.798
82 H 2.814 -7.666 -10.739
83 H 1.696 -7.299 -8.743
84 H 1.366 -6.210 -6.588
85 H 0.754 -2.453 -8.546
86 H 1.084 -3.571 -10.743
87 H 0.378 -5.219 -4.895
88 H -0.098 -5.525 -2.346
89 H -0.752 -5.356 0.039
90 H -1.051 -3.104 1.054
91 H 0.839 2.092 -1.451
92 H 1.513 2.417 -3.811
93 H 1.422 0.455 -5.383
94 C -3.094 4.727 -5.733
95 C -4.061 4.166 -4.903
96 C -3.701 3.648 -3.668
97 C -2.364 3.666 -3.262
98 C -1.401 4.215 -4.103
99 C -1.765 4.750 -5.336
100 As -1.808 3.093 -1.492
101 C -3.184 4.013 -0.474
102 C -4.437 3.473 -0.187
103 C -5.403 4.248 0.445
104 C -5.117 5.558 0.806
105 C -3.870 6.101 0.521
106 C -2.907 5.331 -0.119
107 C -2.494 1.255 -1.460
108 C -2.979 0.626 -2.589
109 C -3.393 -0.719 -2.546
110 C -3.335 -1.449 -1.375
111 C -2.864 -0.836 -0.219
112 C -2.419 0.493 -0.260
113 H -3.381 5.158 -6.684
114 H -5.098 4.146 -5.215
115 H -4.467 3.239 -3.019
116 H -0.362 4.235 -3.794
117 H -1.012 5.192 -5.977
118 H -4.668 2.451 -0.466
119 H -6.382 3.831 0.649
120 H -5.866 6.156 1.311
121 H -3.648 7.126 0.793
122 H -1.941 5.764 -0.353
123 H -3.074 1.180 -3.514
124 H -3.791 -1.179 -3.443
125 H -3.666 -2.481 -1.354
126 H -2.878 -1.366 0.726
127 H -2.164 1.008 0.676
128 C -2.994 2.036 3.362
129 C -1.837 2.962 3.084
130 O -1.003 2.380 2.076
131 C 0.108 3.189 1.746
132 C 1.216 2.293 1.219
133 H -3.571 2.421 4.204
134 H -2.639 1.035 3.620
135 H -3.658 1.963 2.501
136 H -1.244 3.107 3.994
137 H -2.191 3.941 2.751
138 H 0.462 3.703 2.643
139 H -0.177 3.945 1.015
140 H 1.818 1.883 2.028
141 H 1.867 2.813 0.514
142 H 0.801 1.427 0.669

Results of the Löwdin charge analysis, in e, for atoms 1 through 2: 0.9049, 0.3425

***

2.
ORCA calculation (wB97M-V/def2-TZVPD) on a structure of composition C44H73GeN5O2Si4TeY.

Properties
Charge   +1
Energy   -5685.85048 Eh
HOMO energy (spin up / spin down)   -9.64 / -9.65 eV

Atoms and positions in Å:
1 Y 0.215 0.066 -0.116
2 C -2.209 -0.534 -3.166
3 C -1.244 -1.628 -3.514
4 C -1.068 -1.998 -4.839
5 C -0.183 -3.002 -5.180
6 C 0.553 -3.618 -4.187
7 C 0.410 -3.269 -2.854
8 C 1.259 -3.962 -1.834
9 C -0.515 -2.270 -2.503
10 N -0.689 -1.902 -1.140
11 C -1.095 -2.905 -0.333
12 O -1.584 -3.975 -0.679
13 C -0.983 -2.605 1.145
14 C -1.113 -3.583 2.125
15 C -1.071 -3.188 3.455
16 C -0.998 -1.837 3.777
17 C -0.887 -0.925 2.736
18 N -0.819 -1.325 1.469
19 C -0.833 0.569 2.951
20 O -1.307 1.049 3.977
21 N -0.280 1.242 1.926
22 C 0.321 2.487 2.236
23 C -0.107 3.674 1.629
24 C -1.313 3.675 0.736
25 C 0.595 4.849 1.851
26 C 1.708 4.865 2.668
27 C 2.110 3.699 3.294
28 C 1.426 2.508 3.106
29 C 1.889 1.270 3.814
30 H -2.847 -0.290 -4.012
31 H -1.663 0.364 -2.868
32 H -2.851 -0.838 -2.333
33 H -1.636 -1.490 -5.606
34 H -0.057 -3.296 -6.209
35 H 1.267 -4.387 -4.440
36 H 2.048 -4.534 -2.314
37 H 0.656 -4.648 -1.240
38 H 1.729 -3.242 -1.162
39 H -1.244 -4.615 1.838
40 H -1.116 -3.926 4.242
41 H -1.017 -1.487 4.798
42 H -2.132 3.122 1.202
43 H -1.069 3.198 -0.217
44 H -1.642 4.695 0.541
45 H 0.262 5.760 1.375
46 H 2.260 5.779 2.821
47 H 2.978 3.713 3.936
48 H 2.877 1.420 4.245
49 H 1.933 0.418 3.129
50 H 1.200 1.008 4.620
51 C -1.823 3.127 -2.743
52 C -0.368 2.820 -2.749
53 N 0.267 1.861 -2.095
54 C 1.589 1.973 -2.461
55 C 1.746 3.012 -3.323
56 N 0.498 3.536 -3.495
57 H -2.361 2.490 -2.041
58 H -2.241 2.978 -3.737
59 H -1.986 4.169 -2.472
60 H 2.344 1.294 -2.111
61 H 2.621 3.406 -3.798
62 H 0.256 4.317 -4.082
63 C 7.697 0.121 1.271
64 C 6.185 -0.034 1.345
65 C 5.483 0.956 0.420
66 C 3.993 1.089 0.695
67 Ge 2.839 -0.454 0.093
68 C 3.233 -2.173 1.069
69 C 2.931 -2.149 2.559
70 C 2.996 -3.556 3.154
71 C 2.828 -3.570 4.668
72 H 8.190 -0.616 1.899
73 H 7.995 1.112 1.604
74 H 8.045 -0.013 0.251
75 H 5.853 0.136 2.372
76 H 5.910 -1.055 1.069
77 H 5.636 0.646 -0.616
78 H 5.946 1.943 0.531
79 H 3.623 1.982 0.173
80 H 3.834 1.277 1.757
81 H 3.522 -0.774 -1.260
82 H 4.266 -2.480 0.910
83 H 2.610 -2.951 0.616
84 H 1.920 -1.752 2.728
85 H 3.640 -1.492 3.071
86 H 3.956 -4.009 2.892
87 H 2.206 -4.163 2.700
88 H 3.657 -3.062 5.154
89 H 2.797 -4.594 5.031
90 H 1.907 -3.073 4.963
91 C -6.145 -1.300 -2.499
92 Si -6.364 -1.200 -0.607
93 C -8.213 -0.920 -0.212
94 C -5.710 -2.791 0.205
95 Si -5.033 0.901 -0.016
96 Te -2.652 0.282 0.131
97 Si -5.723 1.128 2.631
98 C -4.511 2.436 3.280
99 C -7.526 1.760 2.577
100 C -5.593 -0.609 3.397
101 Si -5.837 2.847 -1.257
102 C -4.898 4.395 -0.628
103 C -5.480 2.566 -3.129
104 C -7.719 3.150 -1.104
105 H -6.747 -2.098 -2.923
106 H -5.112 -1.508 -2.757
107 H -6.437 -0.377 -2.987
108 H -8.814 -1.626 -0.776
109 H -8.539 0.076 -0.486
110 H -8.440 -1.074 0.837
111 H -6.224 -3.662 -0.195
112 H -5.850 -2.797 1.279
113 H -4.651 -2.921 0.001
114 H -4.364 3.232 2.555
115 H -3.539 2.010 3.517
116 H -4.886 2.898 4.191
117 H -7.564 2.826 2.377
118 H -8.018 1.599 3.533
119 H -8.117 1.256 1.820
120 H -4.669 -1.095 3.100
121 H -6.426 -1.235 3.093
122 H -5.602 -0.562 4.484
123 H -3.853 4.171 -0.445
124 H -5.316 4.759 0.303
125 H -4.945 5.212 -1.341
126 H -4.720 1.808 -3.293
127 H -5.151 3.476 -3.625
128 H -6.380 2.239 -3.636
129 H -8.051 3.230 -0.077
130 H -8.278 2.347 -1.570
131 H -8.002 4.069 -1.608

Results of the Löwdin charge analysis, in e, for atoms 1 through 2: 1.0609, -0.0865